Here is a structure of composition C32H33N7O8PSTi from the Open Molecules 2025 dataset. Energies are from ωB97M-V/def2-TZVPD.

Results
⟨S²⟩ = 3.803
Largest force on an atom = 0.90 eV/Å
HOMO level (spin up / spin down) = 0.472 / -1.849 eV
Charge = -2
Relative energy (zero: lowest compared OMol25 entry of this formula, charge and spin) = 3.018 eV
Spin multiplicity = 4
Calculated total energy = -103769.5696 eV
LUMO level (spin up / spin down) = 0.1531 / 0.1529 Ha
HOMO-LUMO gap (spin up / spin down) = 3.694 / 6.011 eV

Geometry (Å):
H -1.116 -0.113 -5.356
H 1.792 4.531 0.466
O 1.863 -4.573 2.831
O -0.042 -1.893 -0.977
N 4.546 0.654 0.637
H -3.346 -0.532 2.701
H -2.856 0.892 -0.947
H 3.507 2.740 1.474
H -1.920 1.142 3.934
H 2.051 -4.722 -3.428
H -0.491 2.069 3.515
C 3.495 -2.218 -1.615
H 0.611 5.733 -1.349
H 4.276 2.716 3.016
C 2.645 -2.505 3.845
H -4.473 0.711 -2.797
O 0.229 -0.183 2.280
C -2.870 -1.205 0.554
C -6.249 0.313 1.228
C -3.935 -0.123 1.881
Ti -0.662 -0.803 0.668
C -5.322 -0.490 1.830
N 5.382 0.530 2.801
H -1.721 5.130 -1.896
C 2.132 -1.091 3.735
C -0.635 0.235 -3.314
C -2.538 0.672 -1.952
N 2.244 -1.868 -0.961
N 3.834 2.201 2.271
H -5.610 -1.464 2.209
H 2.369 -3.064 -3.970
C 0.762 -2.423 2.395
C -1.210 4.634 -1.079
H 4.819 0.270 3.613
O 3.637 -2.870 4.524
H -2.866 3.363 -0.649
O -0.163 -2.624 1.503
N 2.762 0.503 -0.734
S 1.045 0.102 -3.575
O 2.604 -0.074 4.253
H 5.767 -0.331 2.431
H -4.340 3.053 0.617
N 1.024 -3.280 -2.376
C -1.556 1.964 3.316
C 2.363 -0.732 -0.066
C -1.551 0.109 -4.393
C -5.907 1.598 0.756
C -4.590 2.044 0.915
H 3.705 -1.505 -2.421
H 3.123 -0.946 0.673
C -3.615 1.241 1.469
H 1.446 -0.559 0.476
C 2.216 -3.698 -3.086
C 3.416 -3.624 -2.167
O -0.469 0.615 -0.983
C -1.864 3.641 -0.358
N -1.204 0.482 -2.093
C 0.097 4.972 -0.775
C 0.110 3.311 0.964
H 3.302 -4.335 -1.346
C 0.974 -1.150 2.833
C 1.776 -3.357 3.019
C -2.902 0.269 -4.252
C -0.236 -3.580 -3.024
H -0.327 -3.024 -3.964
H 4.328 -3.864 -2.716
C 0.757 4.301 0.249
C 3.777 1.278 -0.360
H 2.138 0.793 -1.482
H -3.555 0.162 -5.109
C -3.419 0.575 -2.989
H 0.654 2.751 1.717
H 4.288 -2.124 -0.872
H -6.661 2.243 0.322
C 1.043 -2.304 -1.429
P -1.822 1.493 1.570
O -3.518 -1.776 -0.240
C 4.586 1.118 1.830
H -0.283 -4.651 -3.232
C -1.222 2.976 0.681
H -1.058 -3.305 -2.371
H -2.096 2.879 3.561
H -7.276 -0.026 1.140



Here is a structure of composition C32H33N9PS5SiTl from the Open Molecules 2025 dataset. Energies are from ωB97M-V/def2-TZVPD.

Results
Largest force on an atom = 0.22 eV/Å
HOMO level = -1.284 eV
Charge = -2
Relative energy (zero: lowest compared OMol25 entry of this formula, charge and spin) = 0.000 eV
Calculated total energy = -123169.3553 eV
LUMO level = 0.1333 Ha
HOMO-LUMO gap = 4.912 eV

Geometry (Å):
Si -3.754 0.067 0.974
H 1.052 1.943 4.913
C -2.701 0.881 -7.198
N 0.747 -1.128 3.961
H -4.769 1.497 -7.365
C -2.046 4.194 0.558
C -4.818 -1.491 1.111
H -0.274 -2.010 2.370
C -4.009 0.800 -0.735
H 4.756 -0.126 -0.402
S -3.366 5.044 -0.234
H -5.040 1.127 -0.901
S -5.621 6.511 1.077
H 6.674 -4.005 6.717
H -0.912 0.204 4.136
N 4.614 -1.495 6.121
H -3.751 0.067 -1.505
C -2.001 -0.314 1.197
C 2.100 -0.938 4.130
C -2.725 0.494 -9.912
H -2.897 1.332 -5.115
P 3.274 -2.243 3.716
H -2.111 0.458 -3.255
S -0.879 3.457 -0.500
C -1.033 0.583 -5.778
C 5.951 -3.274 6.397
H 2.737 0.828 -3.123
C 5.314 -4.556 4.340
H 0.699 -3.130 3.387
C -4.223 5.591 1.141
H 5.921 -1.585 7.808
N 2.359 0.292 4.530
C -2.088 4.221 1.916
H -5.881 -1.282 0.961
C 0.144 0.047 4.278
H -5.333 1.651 2.093
H -4.505 -2.233 0.371
C -1.032 0.538 -3.291
C 4.897 -0.529 0.586
H -2.761 0.349 -10.984
C -0.780 -0.131 1.182
N -0.516 0.259 -6.935
N -2.349 0.959 -5.871
C 2.489 -1.244 0.822
H 1.632 0.694 -5.353
H -4.773 1.144 -9.817
N 3.855 -1.065 1.290
C 1.150 0.906 4.633
C 4.410 -2.337 5.134
H -4.298 0.825 3.273
H 6.995 -0.289 1.207
C 4.347 -1.418 2.508
H -3.636 2.135 2.297
N 0.993 0.696 -2.041
N 5.204 -3.448 5.265
S -0.987 3.523 3.067
H 2.441 -1.026 -0.242
C 5.564 -2.070 6.914
H -0.663 -0.115 -9.735
C 1.659 0.722 -3.195
C -3.874 0.947 -9.247
H -0.839 -2.475 3.984
S -3.453 5.102 2.588
H -3.344 1.660 -0.858
C -0.334 0.581 -4.488
H 1.784 -0.581 1.317
H 4.340 -5.012 4.171
C -4.320 1.283 2.281
C 0.045 -2.261 3.384
H -4.694 -1.938 2.101
H 5.714 -4.220 3.383
C -0.332 0.590 -2.092
H 2.181 -2.278 0.994
C -3.883 1.148 -7.879
N 5.638 -1.176 2.606
Tl 0.830 2.111 1.343
C -1.539 0.433 -7.848
H 5.990 -5.296 4.767
C 1.056 0.657 -4.439
H -0.849 0.552 -1.140
C 5.987 -0.614 1.406
C -1.553 0.233 -9.227



Here is a structure of composition C32H34BCdF4N7O5PS from the Open Molecules 2025 dataset. Energies are from ωB97M-V/def2-TZVPD.

Results
Largest force on an atom = 0.98 eV/Å
HOMO level = -4.224 eV
Charge = -1
Relative energy (zero: lowest compared OMol25 entry of this formula, charge and spin) = 1.059 eV
Calculated total energy = -90650.3338 eV
LUMO level = 0.0785 Ha
HOMO-LUMO gap = 6.359 eV

Geometry (Å):
C -2.131 0.419 4.564
C 2.572 0.870 -4.497
C 3.070 3.665 -4.608
H -1.587 -2.511 7.034
C -2.647 1.929 -0.121
H -0.512 6.863 1.083
C -1.744 -1.696 6.341
H 1.106 2.879 0.975
F -1.402 -2.385 -3.060
C 5.016 -1.242 -1.716
C 2.879 2.962 -3.266
H -2.935 -2.051 -2.062
C -3.383 -3.848 0.923
P -1.664 -3.251 0.954
H -2.752 6.048 0.434
H -1.129 -3.663 -1.345
H -4.066 3.502 -0.267
C -0.667 5.806 0.912
N -3.126 3.208 -0.054
N -1.404 1.839 0.207
C -2.063 3.998 0.345
C -3.379 0.770 -0.601
H 3.264 1.054 -6.541
C -3.003 0.226 5.636
O -1.618 -1.765 0.895
H -3.493 -0.955 7.341
H -5.515 1.161 -0.228
C -4.727 0.553 -0.622
B -0.050 -2.077 -2.996
H 3.774 4.495 -4.512
C -1.924 5.364 0.549
O -0.308 0.736 2.475
H -1.591 1.383 3.064
H -3.426 -4.933 0.948
H -0.879 -5.053 2.353
H -3.827 0.916 5.754
C 0.282 3.570 0.858
C 4.115 -0.247 -1.431
C -2.809 -0.821 6.514
C 1.036 1.519 -2.742
C -3.334 -1.182 -1.573
C -0.836 -4.102 -0.395
C 5.001 -2.445 -1.010
H 3.528 0.458 -4.155
H 2.645 -2.506 2.230
H 4.144 0.697 -1.963
C 3.107 -0.387 -0.445
H -0.055 -2.180 5.105
H -3.873 -3.487 0.021
N 0.106 1.315 -2.100
H -0.020 -3.514 2.668
C -0.186 -0.320 3.176
N -2.611 -0.222 -1.139
H 1.865 0.051 -4.622
H 2.387 3.608 -2.539
O 2.281 0.575 -0.241
H -1.635 -3.755 3.309
N 2.069 1.786 -3.488
Cd 0.116 0.051 0.127
N 0.634 -1.306 2.920
C 3.128 -1.608 0.297
H -3.904 -3.441 1.788
H 0.240 -3.975 -0.299
C -1.062 -0.469 4.370
H 5.706 -3.232 -1.238
N 1.231 -1.126 1.698
F 0.698 -3.213 -3.171
F 0.259 -1.136 -3.957
H -1.082 -5.164 -0.385
C 2.295 -1.802 1.462
H 1.378 5.324 1.354
C -0.978 3.112 0.490
S -5.036 -0.964 -1.353
H 5.755 -1.084 -2.495
H 4.061 -3.505 0.587
H 1.800 2.003 -6.167
O -2.349 1.450 3.737
H 2.103 4.054 -4.963
C -0.888 -1.514 5.271
H 3.859 2.659 -2.865
C 4.071 -2.594 -0.003
C 2.774 1.665 -5.781
O 3.614 2.789 -5.570
C 0.417 4.926 1.063
C -0.983 -3.977 2.467
F 0.210 -1.554 -1.712